Entry 1:
Below is a molecular structure, C31H38Br3ClF2I2N5O5, with properties calculated with ωB97M-V/def2-TZVPD.

```
! RIJCOSX wB97M-V def2-TZVPD def2/J DEFGRID3
* xyz 1 1
C 0.02173 2.48727 2.38141
C 0.47105 1.17188 2.05197
C 0.49284 -0.47228 1.66485
N -0.48056 -0.86202 0.58304
F -0.36712 0.38213 -0.04052
C -0.00935 -1.73085 -0.54424
Br 1.95483 -2.20575 -0.68812
I -0.20066 -0.66700 -2.51776
C -0.69386 -3.18392 -0.78334
Cl 0.61016 -4.57658 -0.65118
I -0.92097 -3.47068 -3.00913
O -1.83959 -3.56031 -0.01886
C -2.06685 -2.79385 1.25330
C -0.83295 -3.45860 2.17373
C -0.91112 -5.12332 2.24814
F -1.23215 -5.59523 3.64221
C -3.31116 -3.37820 2.09379
C -4.75082 -2.73204 2.26591
C -5.95350 -3.89726 2.25226
C -6.96381 -3.77169 3.56395
C -7.59138 -2.27883 3.79388
N -8.22570 -1.64667 2.57557
C -1.94917 -1.14049 1.02892
C -2.39379 -0.32706 2.37995
C -1.82696 -0.72752 3.86090
N -1.05288 0.06653 4.68769
C -3.02151 -0.57350 -0.12533
Br -4.49222 0.72352 0.49750
C -3.75151 -1.46170 -1.22445
C -4.72353 -2.68514 -1.01481
Br -5.02409 -0.08748 -2.12683
H -0.22160 3.64395 2.24223
H 1.63740 -0.46230 1.32569
H 0.53508 -1.14829 2.61356
H 0.23555 -3.21182 1.79840
H -0.88298 -3.18007 3.30474
H 0.13516 -5.62788 1.97343
H -1.69847 -5.60713 1.54726
H -3.03596 -3.69973 3.21836
H -3.52642 -4.44405 1.58356
H -5.11212 -1.88452 1.56568
H -4.84105 -2.26547 3.36465
H -6.54071 -3.89974 1.21842
H -5.49337 -4.99625 2.33487
H -7.85148 -4.52931 3.40367
H -6.40245 -4.07094 4.57425
H -8.40956 -2.29340 4.65827
H -6.75717 -1.52132 4.18523
H -7.60957 -1.71340 1.73472
H -8.24242 -0.60614 2.79981
H -3.52976 -0.43135 2.68629
H -2.23684 0.85605 2.30551
H -2.16503 -1.76792 4.34014
H -0.88583 -0.53092 5.55184
H -2.53074 0.25343 -0.85364
H -3.05464 -1.65789 -2.17643
H -4.38388 -3.63971 -0.44711
H -5.72385 -2.31363 -0.47812
H -5.10287 -3.06891 -2.08202
C 2.68752 1.46322 -0.74644
C 2.68066 2.71772 -1.35825
C 3.84964 3.47972 -1.40548
C 5.02636 2.97140 -0.83828
C 5.03422 1.71562 -0.21666
C 3.85829 0.96398 -0.17313
N 6.26458 3.75660 -0.90716
O 6.21242 4.87096 -1.44861
O 7.29163 3.25886 -0.42397
H 1.77494 0.87033 -0.71705
H 1.76390 3.10064 -1.80152
H 3.82786 4.45544 -1.88596
H 5.93917 1.31113 0.23189
H 3.85490 -0.01332 0.30448
C 7.87521 6.58799 -3.81900
C 8.49688 5.38694 -4.16420
C 8.72539 5.07771 -5.50642
C 8.32956 5.98473 -6.49909
C 7.69833 7.18770 -6.15575
C 7.47260 7.48467 -4.81020
N 8.58994 5.67700 -7.91046
O 9.13343 4.59419 -8.17472
O 8.25544 6.51887 -8.75628
H 7.70425 6.82727 -2.77080
H 8.80644 4.69252 -3.38606
H 9.21107 4.13767 -5.75902
H 7.38151 7.89842 -6.91617
H 6.98604 8.41733 -4.53332
*
```

***

Entry 2:
Below is 8 unconnected molecules or ions with the total composition C33H63FO17S7, with properties calculated with ωB97M-V/def2-TZVPD.

Values from the calculation:
energy above the lowest of the compared OMol25 structures with the same formula, charge and spin	0.0	kcal per mole
SMILES	O=C1OC[C@H](CCF)O1.O=S1(=O)CCCC1.O=S1(=O)CCCC1.O=S1(=O)CCCC1.O=S1(=O)CCCC1.O=S1(=O)CCCC1.O=S1(=O)CCCC1.O=S1(=O)CCCC1

```
! RIJCOSX wB97M-V def2-TZVPD def2/J DEFGRID3
* xyz 0 1
O 2.59335 1.68196 -2.21925
C 1.82096 0.77586 -2.29915
O 2.06939 -0.46364 -2.79232
C 1.39797 -1.37116 -1.88970
C 0.33717 -0.47358 -1.19400
C -1.11666 -0.94797 -1.34125
C -1.95492 -0.14617 -2.31191
F -1.50569 -0.31743 -3.62801
O 0.53963 0.79654 -1.86610
H 0.90089 -2.12920 -2.49264
H 2.14751 -1.77144 -1.20881
H 0.55980 -0.31979 -0.13657
H -1.15412 -2.01254 -1.58577
H -1.59353 -0.84715 -0.35956
H -1.93427 0.91995 -2.06790
H -2.99700 -0.48000 -2.25877
O 5.80779 -0.67412 -7.54246
S 4.54462 0.00948 -7.65195
O 3.76229 -0.10226 -8.86045
C 3.53759 -0.40145 -6.23140
C 3.90375 0.65389 -5.19536
C 3.96805 1.98489 -5.95715
C 4.78109 1.74432 -7.23606
H 3.75880 -1.42192 -5.92804
H 2.49367 -0.31917 -6.53412
H 3.17905 0.68807 -4.39207
H 4.87984 0.42721 -4.76023
H 2.95682 2.30408 -6.21669
H 4.41376 2.77334 -5.35329
H 4.44575 2.34592 -8.07701
H 5.84779 1.89112 -7.07961
O -0.30809 -1.20316 1.77780
S -0.78556 -1.02361 3.13436
O -0.44762 -2.00438 4.14101
C -0.29651 0.60467 3.68972
C -1.46107 1.50987 3.29679
C -2.72510 0.70821 3.64702
C -2.54897 -0.71380 3.11019
H 0.65364 0.87036 3.23408
H -0.18752 0.53859 4.77092
H -1.43260 2.46895 3.81017
H -1.42388 1.70809 2.22216
H -2.85780 0.67511 4.72741
H -3.62256 1.15081 3.22332
H -3.02915 -1.47176 3.71745
H -2.89201 -0.81099 2.08168
O -5.98436 0.14872 3.57211
S -6.15372 0.22302 5.00245
O -5.02295 0.40806 5.87451
C -7.39485 1.46220 5.36560
C -8.70935 0.68841 5.34630
C -8.43345 -0.62694 6.08930
C -7.11609 -1.19470 5.54501
H -7.32994 2.25188 4.62102
H -7.17513 1.85907 6.35607
H -9.51148 1.25827 5.81247
H -9.00099 0.47974 4.31496
H -8.33619 -0.42771 7.15817
H -9.24625 -1.34013 5.96183
H -6.53388 -1.72942 6.29025
H -7.26800 -1.82828 4.67388
O 1.23864 1.72147 -13.45776
S 0.49919 1.65761 -12.22197
O -0.24435 2.80292 -11.75982
C -0.56751 0.21806 -12.26960
C 0.29510 -0.90139 -11.69507
C 1.01992 -0.29599 -10.48492
C 1.58585 1.05844 -10.91998
H -0.89003 0.05666 -13.29535
H -1.42671 0.43052 -11.63409
H -0.30757 -1.76507 -11.41763
H 1.02404 -1.22567 -12.44064
H 0.30742 -0.15372 -9.66903
H 1.81504 -0.93911 -10.11789
H 1.59480 1.79217 -10.11903
H 2.58355 0.96426 -11.34256
O -2.97920 -3.87396 3.10990
S -3.49117 -4.10542 4.43574
O -4.15906 -3.05005 5.16245
C -4.55399 -5.54534 4.36370
C -3.60819 -6.71306 4.62709
C -2.69409 -6.26236 5.77608
C -2.20629 -4.84520 5.44719
H -5.03916 -5.57199 3.39118
H -5.29733 -5.44420 5.15441
H -4.15711 -7.61987 4.87590
H -3.01252 -6.91469 3.73466
H -3.26046 -6.25266 6.70937
H -1.85224 -6.93915 5.91079
H -2.06588 -4.22359 6.32709
H -1.29745 -4.84332 4.84909
O 1.37613 3.31731 4.22392
S 0.58268 3.94380 5.25111
O -0.75006 4.41512 4.97083
C 0.56290 2.88797 6.70229
C 1.78005 3.32971 7.50681
C 1.78455 4.86299 7.45454
C 1.54858 5.26876 5.99575
H 0.59903 1.84892 6.38776
H -0.36681 3.08869 7.23400
H 1.73316 2.95858 8.52916
H 2.68975 2.93668 7.04837
H 0.98048 5.25262 8.08144
H 2.72006 5.27716 7.82637
H 0.98571 6.19312 5.89688
H 2.47790 5.33859 5.43408
O 8.35245 1.23718 0.95394
S 7.55968 0.10513 0.54514
O 7.87933 -1.21738 1.01835
C 5.83471 0.46923 0.85681
C 5.35681 1.14561 -0.42382
C 5.95796 0.33512 -1.57866
C 7.43893 0.10264 -1.25187
H 5.76176 1.09160 1.74525
H 5.32907 -0.48184 1.02314
H 4.27186 1.17894 -0.47920
H 5.72315 2.17348 -0.45979
H 5.44129 -0.62368 -1.66056
H 5.84228 0.84963 -2.53107
H 7.81347 -0.85015 -1.61657
H 8.07019 0.91142 -1.61415
*
```

***

Entry 3:
Below is a molecular structure, C30H13Cl3F15GeO3S5SbTi, with properties calculated with ωB97M-V/def2-TZVPD.

Values from the calculation:
energy above the lowest of the compared OMol25 structures with the same formula, charge and spin	0.0	kcal per mole

```
! RIJCOSX wB97M-V def2-TZVPD def2/J DEFGRID3
* xyz -2 1
Ti 1.01887 2.84050 0.05736
S 2.04049 2.08556 -1.87310
Sb 4.25124 2.67608 -0.91035
S 3.02753 3.24437 1.31136
S 4.68667 4.77692 -1.63583
Cl -0.89995 6.98037 -1.12569
C -0.01865 6.02751 0.08541
Cl 1.65318 5.81247 -0.47365
Cl -0.02423 6.90166 1.62311
C -0.65097 4.58717 0.25269
O -0.40492 3.88303 -0.87146
O -0.02504 3.96626 1.29022
C -2.45725 0.30445 -0.69155
C -2.17576 -0.09109 0.75876
C -1.25248 1.01769 1.21360
O -0.41479 1.24763 0.06117
C -1.13876 0.92394 -1.15299
H -3.25914 1.04458 -0.73908
H -2.73380 -0.54863 -1.31030
H -1.64864 -1.04517 0.79951
H -3.07589 -0.15573 1.37037
H -0.59480 0.76749 2.04230
H -1.79021 1.94479 1.43331
H -0.50365 0.22732 -1.70005
H -1.26872 1.84308 -1.72236
S -2.45067 4.70541 0.72967
C -3.44038 4.48488 -0.71642
C -2.99688 4.14992 -1.99381
C -3.91418 3.97474 -3.01921
C -5.27585 4.12564 -2.80466
C -5.71997 4.45800 -1.53190
C -4.81319 4.63305 -0.50198
H -1.94050 4.01729 -2.17401
H -3.54626 3.70981 -4.00346
H -5.97878 3.98405 -3.61610
H -6.77872 4.57866 -1.33565
H -5.17134 4.88942 0.48837
F 3.86712 -1.07917 -0.50015
C 3.54441 -2.09161 -1.32355
C 2.37846 -2.80448 -1.09583
C 2.14571 -3.83479 -1.98410
F 1.05599 -4.62382 -1.87860
C 3.00348 -4.15426 -3.02785
F 2.73379 -5.17893 -3.85550
C 4.15512 -3.41504 -3.21162
F 4.99879 -3.71142 -4.21079
C 4.43220 -2.36939 -2.34607
F 5.55417 -1.65724 -2.51002
Ge 1.11989 -1.98506 0.31294
S 2.11971 1.43727 1.72226
C -0.14995 -3.61732 0.58961
C -1.23924 -3.63922 -0.26277
F -1.29682 -2.76509 -1.29154
C -2.29904 -4.52101 -0.15741
F -3.32426 -4.49253 -1.02362
C -2.29495 -5.45356 0.86517
F -3.30490 -6.32606 0.99321
C -1.23176 -5.47585 1.74649
F -1.21397 -6.38572 2.73437
C -0.19388 -4.56542 1.59307
F 0.80527 -4.68765 2.48954
C 2.28382 -2.30079 1.98515
C 3.56728 -2.79796 2.09973
F 4.21300 -3.32708 1.04204
C 4.27506 -2.81471 3.29276
F 5.52096 -3.31244 3.35142
C 3.68628 -2.32236 4.44220
F 4.35326 -2.33456 5.60420
C 2.39753 -1.82444 4.37985
F 1.80978 -1.35979 5.49153
C 1.74078 -1.82665 3.16277
F 0.47332 -1.35499 3.16747
*
```

***

LUMO energy in eV, matching the order above: -5.35; 0.18; 3.86
HOMO energy in eV, matching the order above: -11.1; -9.9; -2.9